# 1
Below is a single C23H31N3O3S molecule, with properties calculated with ωB97M-V/def2-TZVPD.

Values from the calculation:
relative energy (zero: lowest compared OMol25 entry of this formula, charge and spin): 119.0 kJ/mol
SMILES: CCN1CCN(C(=O)CCc2ccc(S(=O)(=O)NCCc3ccccc3)cc2)CC1
E_HOMO: -8.9 eV
molar mass: 429.59 g/mol
E_tot: -1683.22238 Eh
F_max: 0.0177 Eh/bohr
gap between HOMO and LUMO: 9.443 eV
E_LUMO: 0.5919 eV

Cartesian coordinates (Å):
C (3.12325, -5.11359, -1.36302)
H (4.20130, -5.24211, -1.41421)
H (2.76519, -4.86303, -2.35762)
H (2.67108, -6.05218, -1.05497)
C (2.78547, -4.02482, -0.35106)
N (1.36450, -3.98759, -0.04645)
C (1.08684, -3.24183, 1.16674)
H (1.68484, -3.65971, 1.98024)
C (-0.39678, -3.37066, 1.52505)
N (-1.20976, -2.88600, 0.43726)
C (-2.12896, -1.89329, 0.45361)
O (-2.75147, -1.59074, -0.54800)
C (-2.36541, -1.20364, 1.79238)
H (-2.77190, -1.94396, 2.48625)
H (-1.42274, -0.82934, 2.19220)
C (-3.35602, -0.04053, 1.65299)
C (-2.72776, 1.18513, 1.04831)
C (-1.97735, 2.05181, 1.83883)
C (-1.45403, 3.21740, 1.30895)
C (-1.68284, 3.51508, -0.01945)
C (-2.39371, 2.65352, -0.83054)
C (-2.91103, 1.48586, -0.29637)
H (-3.46542, 0.80018, -0.91808)
H (-2.56236, 2.92685, -1.86036)
S (-1.13189, 5.08481, -0.66159)
O (-1.23618, 6.08425, 0.36191)
O (-1.77413, 5.31731, -1.92640)
N (0.50558, 4.83594, -0.88567)
H (1.05538, 5.62023, -0.57614)
C (0.91942, 4.22766, -2.12762)
H (0.05304, 3.67218, -2.49014)
C (2.09706, 3.27047, -1.89309)
C (1.75248, 2.32207, -0.78174)
C (0.85269, 1.28644, -0.99709)
C (0.47893, 0.45052, 0.03802)
C (1.00595, 0.63905, 1.30433)
C (1.90293, 1.66743, 1.52996)
C (2.26924, 2.50599, 0.49270)
H (2.96480, 3.31211, 0.67505)
H (2.31476, 1.81884, 2.51714)
H (0.72330, -0.01141, 2.12029)
H (-0.23351, -0.33790, -0.14871)
H (0.43776, 1.13296, -1.98279)
H (2.29593, 2.72801, -2.81908)
H (2.98454, 3.84777, -1.62928)
H (1.18259, 4.97618, -2.88518)
H (-0.89857, 3.91704, 1.91219)
H (-1.82560, 1.82524, 2.88469)
H (-3.74059, 0.20924, 2.64408)
H (-4.18518, -0.36968, 1.02611)
C (-0.91414, -3.57720, -0.80131)
C (0.56925, -3.44612, -1.13520)
H (0.77530, -4.01347, -2.04250)
H (0.81484, -2.38431, -1.32081)
H (-1.52997, -3.13880, -1.58739)
H (-1.16552, -4.63715, -0.68599)
H (-0.60323, -2.83012, 2.44603)
H (-0.62447, -4.43252, 1.68088)
H (1.34674, -2.17376, 1.05416)
H (3.14622, -3.04621, -0.71523)
H (3.30930, -4.24591, 0.58273)

Forces on atoms 1 to 2 (eV/Å):
0.0 0.2 0.2
0.1 0.0 -0.1

# 2
Below is C23H24N4OPdS2Te as an isolated structure, with properties calculated with ωB97M-V/def2-TZVPD.

Values from the calculation:
relative energy (zero: lowest compared OMol25 entry of this formula, charge and spin): 0.0 kJ/mol
E_HOMO: -6.9 eV
molar mass: 670.63 g/mol
E_tot: -2377.40409 Eh
F_max: 0.0203 Eh/bohr
gap between HOMO and LUMO: 6.468 eV
E_LUMO: -0.4467 eV

Cartesian coordinates (Å):
Pd (-0.43062, 0.66789, -0.42890)
N (1.76870, 1.90201, 3.00752)
C (1.26894, 1.43650, 1.84709)
S (-0.43603, 1.74619, 1.55415)
N (2.11587, 0.81449, 1.05374)
N (1.52060, 0.38660, -0.08143)
C (2.20158, -0.13675, -1.04004)
C (3.67047, -0.32969, -0.98532)
C (4.22893, -1.17811, -0.03525)
C (5.60198, -1.36275, 0.00622)
C (6.42345, -0.69673, -0.89294)
C (5.87030, 0.15525, -1.83766)
C (4.49602, 0.33604, -1.88636)
C (1.42088, -0.56693, -2.21961)
C (1.99416, -1.28070, -3.26321)
C (1.19940, -1.68742, -4.32217)
C (-0.14815, -1.37625, -4.31506)
C (-0.65570, -0.66093, -3.24340)
N (0.10222, -0.25777, -2.23144)
H (1.19445, 2.46919, 3.60268)
H (2.76256, 1.87249, 3.15287)
H (3.58222, -1.68273, 0.67048)
H (6.03264, -2.02565, 0.74534)
H (7.49559, -0.83999, -0.85474)
H (6.50789, 0.68177, -2.53585)
H (4.05962, 1.00313, -2.62043)
H (3.04722, -1.51793, -3.22839)
H (1.63137, -2.24742, -5.14091)
H (-0.80703, -1.67763, -5.11648)
H (-1.70355, -0.39325, -3.19159)
O (-0.36323, -2.22307, 0.20594)
S (-1.83710, -2.12812, -0.01203)
C (-2.49397, -3.79720, 0.31040)
C (-2.60856, -3.92517, 1.82136)
C (-3.29193, -2.63206, 2.25535)
C (-2.55936, -1.49547, 1.54600)
H (-1.80549, -4.48988, -0.17098)
H (-3.47234, -3.86464, -0.17243)
H (-1.60936, -3.99079, 2.25746)
H (-3.16680, -4.81473, 2.11583)
H (-3.27865, -2.48705, 3.33603)
H (-4.33936, -2.65386, 1.94312)
H (-1.67724, -1.15377, 2.09023)
H (-3.17179, -0.62628, 1.31078)
Te (-2.72973, 1.55472, -1.18455)
C (-3.12784, 3.00253, 0.31362)
C (-2.59308, 4.28389, 0.21953)
C (-2.83906, 5.22530, 1.20816)
C (-3.62508, 4.89924, 2.30474)
C (-4.16795, 3.62668, 2.40310)
C (-3.92340, 2.68645, 1.41118)
H (-1.96807, 4.54032, -0.62636)
H (-2.41280, 6.21723, 1.12253)
H (-3.81546, 5.63386, 3.07684)
H (-4.78454, 3.36318, 3.25363)
H (-4.35379, 1.69580, 1.49160)

Forces on atoms 1 to 2 (eV/Å):
-0.3 0.8 -0.5
0.0 0.0 0.0

# 3
Below is a 2-piece molecular cluster, CHCl2O2P overall, with properties calculated with ωB97M-V/def2-TZVPD.

Values from the calculation:
relative energy (zero: lowest compared OMol25 entry of this formula, charge and spin): 577.8 kJ/mol
E_HOMO (alpha / beta): -8.8 / -8.2 eV
molar mass: 146.90 g/mol
E_tot: -1450.72216 Eh
F_max: 0.0475 Eh/bohr
gap between HOMO and LUMO (alpha / beta): 8.129 / 7.412 eV
E_LUMO (alpha / beta): -0.6545 / -0.7737 eV

Cartesian coordinates (Å):
C (0.96607, 0.01806, 0.24462)
O (-1.01295, 0.58703, -2.89319)
O (-0.88180, -0.84911, -3.16199)
P (0.45228, -0.05973, -2.72563)
Cl (1.55441, 1.59695, 0.15322)
Cl (2.02033, -1.16513, 0.83345)
H (-0.04480, 0.14910, 0.73526)

Forces on atoms 1 to 2 (eV/Å):
-2.4 0.5 0.1
-0.8 1.5 0.2

# 4
Below is C5H5N2O4S as an isolated structure, with properties calculated with ωB97M-V/def2-TZVPD.

Values from the calculation:
relative energy (zero: lowest compared OMol25 entry of this formula, charge and spin): 264.6 kJ/mol
E_HOMO: -4.4 eV
charge: -1
molar mass: 189.17 g/mol
E_tot: -1002.13253 Eh
F_max: 0.0884 Eh/bohr
gap between HOMO and LUMO: 7.291 eV
E_LUMO: 2.8668 eV

Cartesian coordinates (Å):
C (-0.26700, 0.77145, 0.06406)
C (2.20054, -1.60542, -0.45418)
C (-1.76135, -0.71824, 0.67066)
C (-2.58051, 0.12481, -0.38114)
C (1.09471, 1.39294, -0.09088)
N (-0.46266, -0.44540, 0.44662)
N (2.25737, 0.96527, 0.29067)
O (2.12894, -2.57719, 0.20063)
O (3.25757, 1.71028, 0.23682)
O (2.27668, -1.16136, -1.55661)
O (2.45179, -0.17681, 0.69539)
S (-1.71010, 1.68340, -0.37338)
H (-2.10633, -0.58188, 1.70401)
H (-2.01461, -1.76167, 0.59495)
H (-2.54792, -0.39312, -1.27995)
H (-3.57567, 0.35657, -0.24619)
H (1.35854, 2.41636, -0.52148)

Forces on atoms 1 to 2 (eV/Å):
3.6 -0.6 -0.1
0.2 -0.5 -1.9

# 5
Below is a 2-piece molecular cluster, C3H8ClN3 overall, with properties calculated with ωB97M-V/def2-TZVPD.

Values from the calculation:
relative energy (zero: lowest compared OMol25 entry of this formula, charge and spin): 3.6 kJ/mol
E_HOMO (alpha / beta): -5.7 / -8.9 eV
molar mass: 121.57 g/mol
2S+1: 3
E_tot: -743.32516 Eh
F_max: 0.0613 Eh/bohr
gap between HOMO and LUMO (alpha / beta): 6.407 / 7.616 eV
E_LUMO (alpha / beta): 0.7314 / -1.3251 eV

Cartesian coordinates (Å):
C (-0.57275, -0.16599, -1.21843)
C (-0.29240, 1.03147, 1.33013)
C (1.04553, -1.08595, 0.78967)
N (-1.27879, -1.00761, -1.75251)
N (0.16547, 0.79879, -1.80640)
N (-0.18825, -0.23551, 0.74587)
Cl (-1.98650, -2.21197, -0.73707)
H (0.66128, 1.58315, 1.38635)
H (-1.03311, 1.63132, 0.79669)
H (-0.95065, 0.83470, 2.27569)
H (1.64348, -1.01899, 1.72721)
H (0.72887, -2.13058, 0.69731)
H (1.77242, -0.73746, -0.00186)
H (0.13193, 1.77552, -1.40636)
H (0.15346, 0.93912, -2.82626)

Forces on atoms 1 to 2 (eV/Å):
-1.2 1.3 -1.4
-1.5 -0.4 1.6

# 6
Below is a single C5H4N2O molecule, with properties calculated with ωB97M-V/def2-TZVPD.

Values from the calculation:
relative energy (zero: lowest compared OMol25 entry of this formula, charge and spin): 300.9 kJ/mol
SMILES: O=c1cncccn1
E_HOMO: -9.5 eV
molar mass: 108.10 g/mol
E_tot: -377.54944 Eh
F_max: 0.1251 Eh/bohr
gap between HOMO and LUMO: 9.499 eV
E_LUMO: -0.0129 eV

Cartesian coordinates (Å):
C (-0.19213, 1.48893, -0.55322)
C (0.26870, 1.27612, 0.90803)
C (1.14977, -0.84475, 0.40858)
C (0.23273, -1.31573, -0.49841)
C (-1.09897, -0.61359, -0.48561)
H (-0.40607, 1.74560, 1.86443)
H (2.16302, -1.32558, 0.33233)
H (0.40058, -2.25066, -0.78854)
H (-2.17381, -1.20885, -0.43500)
N (0.94458, 0.22277, 1.26125)
N (-1.29744, 0.72477, -0.46861)
O (0.00904, 2.10097, -1.54524)

Forces on atoms 1 to 2 (eV/Å):
-1.0 -0.2 1.0
-0.7 -0.1 3.0

# 7
Below is a 2-piece molecular cluster, N2O4 overall, with properties calculated with ωB97M-V/def2-TZVPD.

Values from the calculation:
relative energy (zero: lowest compared OMol25 entry of this formula, charge and spin): 0.0 kJ/mol
E_HOMO (alpha / beta): 2.5 / 0.3 eV
charge: -2
molar mass: 92.01 g/mol
2S+1: 3
E_tot: -410.18914 Eh
F_max: 0.0682 Eh/bohr
gap between HOMO and LUMO (alpha / beta): 5.244 / 7.049 eV
E_LUMO (alpha / beta): 7.7645 / 7.3428 eV

Cartesian coordinates (Å):
N (0.91358, 1.94601, 0.56263)
N (-0.63739, -1.99093, -0.41302)
O (1.28506, 3.17527, 0.50379)
O (-1.80118, -1.56704, -0.31012)
O (-0.28815, -3.06522, 0.20010)
O (0.52808, 1.50191, -0.54338)

Forces on atoms 1 to 2 (eV/Å):
-0.1 0.7 -1.6
0.7 -0.5 -0.1

# 8
Below is a single C4H5NO molecule, with properties calculated with ωB97M-V/def2-TZVPD.

Values from the calculation:
relative energy (zero: lowest compared OMol25 entry of this formula, charge and spin): 385.3 kJ/mol
E_HOMO: -7.1 eV
molar mass: 83.09 g/mol
E_tot: -285.26782 Eh
F_max: 0.0154 Eh/bohr
gap between HOMO and LUMO: 7.777 eV
E_LUMO: 0.6997 eV

Cartesian coordinates (Å):
C (-1.35113, 0.42564, -0.12959)
C (-0.46321, -0.58359, -0.75692)
O (0.88394, -0.07653, -1.11216)
C (1.48050, 0.18380, 0.01760)
N (0.72624, -0.03060, 1.05607)
C (-0.59736, -0.57546, 0.74259)
H (-1.05849, 1.47357, -0.22540)
H (-2.42289, 0.25147, -0.14782)
H (-0.72943, -1.40849, -1.40785)
H (2.52393, 0.49629, -0.04892)
H (1.00790, -0.15611, 2.01239)

Forces on atoms 1 to 2 (eV/Å):
-0.2 0.1 -0.1
-0.3 -0.2 -0.2

> Which of these has the highest E_tot?

C4H5NO

> Which of these has the lowest F_max?

C4H5NO